This record from the Open Molecules 2025 dataset describes a 3-piece molecular cluster, C5H11NO overall. The level of theory is ωB97M-V/def2-TZVPD.

```
! wB97M-V def2-TZVPD RIJCOSX def2/J DEFGRID3
* xyz 0 1
C 0.46783 1.31992 1.56361
C 1.03124 0.62115 0.36564
N 1.45257 -0.57892 0.45133
C 1.99603 -1.14895 -0.71758
O 2.62350 -0.55622 -1.56194
H -0.02117 2.26122 1.29955
H -0.24637 0.67488 2.08587
H 1.28773 1.53122 2.25697
H 1.10405 1.17595 -0.57660
H 1.81760 -2.23756 -0.76813
H -0.79564 -2.03718 0.23022
H -0.17315 -1.80674 0.57436
C -2.06122 -0.44824 -0.76044
C -1.45597 0.71206 -0.98233
H -2.02615 -1.26357 -1.47845
H -2.60176 -0.64108 0.16310
H -0.87783 0.89962 -1.88373
H -1.52130 1.52243 -0.26146
*
```

Values from the calculation:
HOMO	-0.366	Eh
SMILES string	C/C=N/C=O.[H][H].C=C
gap between HOMO and LUMO	10.26	eV

---

This record from the Open Molecules 2025 dataset describes one molecule with the formula C14H15ClN2OS. The level of theory is ωB97M-V/def2-TZVPD.

```
! wB97M-V def2-TZVPD RIJCOSX def2/J DEFGRID3
* xyz 0 1
C -6.01351 -0.48290 -1.66143
C -4.70249 -0.91774 -1.02135
C -4.67248 -0.55558 0.46314
O -3.50056 -1.01809 1.11506
C -2.25816 -0.57195 0.82517
C -1.24468 -1.44333 1.25050
C 0.09097 -1.16787 1.08408
C 0.49003 0.01423 0.46201
C 1.89502 0.35973 0.26371
C 2.41933 1.60004 0.38760
S 4.14536 1.65143 0.06810
C 4.11277 -0.04425 -0.28557
N 5.00343 -0.84244 -0.72048
C 4.35890 -2.13199 -0.88488
C 2.86373 -1.95144 -0.47405
N 2.85333 -0.56497 -0.07298
C -0.49960 0.89781 0.04813
C -1.84635 0.62553 0.23033
Cl -2.93170 1.87668 -0.30762
H -6.02741 -0.75330 -2.71394
H -6.85758 -0.96190 -1.17067
H -6.13548 0.59486 -1.58174
H -4.57510 -1.99793 -1.12081
H -3.86751 -0.43414 -1.53168
H -5.47720 -1.07896 0.98788
H -4.81287 0.51921 0.60392
H -1.56275 -2.35495 1.73141
H 0.82472 -1.86378 1.45722
H 1.91748 2.49514 0.68796
H 4.46639 -2.44807 -1.92530
H 4.86660 -2.86617 -0.25444
H 2.59671 -2.61139 0.35508
H 2.17345 -2.12748 -1.30480
H -0.22012 1.82315 -0.43101
*
```

Values from the calculation:
HOMO	-0.268	Eh
SMILES string	CCCOc1ccc(C2=CSC3=NCCN23)cc1Cl
gap between HOMO and LUMO	7.96	eV

---

This record from the Open Molecules 2025 dataset describes C23H25Co2O7Si as an isolated structure. The level of theory is ωB97M-V/def2-TZVPD.

```
! wB97M-V def2-TZVPD RIJCOSX def2/J DEFGRID3
* xyz -1 1
C -0.35360 1.16686 3.34412
C 0.46996 0.81862 2.11942
C 0.18745 1.50559 0.81168
C 1.20532 2.09271 -0.12742
C 0.49413 3.25940 -0.84729
O -1.03725 1.55833 0.45753
Si -2.31554 0.20943 -0.24349
C -3.37070 -0.21702 1.21138
C -3.11652 1.26056 -1.53164
C -1.16779 -1.19761 -0.74958
H -0.06948 0.46038 4.12500
H -0.10749 2.16921 3.72133
H -1.41839 1.09702 3.16368
H 1.53708 0.97396 2.33686
H 0.35618 -0.24462 1.91058
H 1.99943 2.57064 0.52987
H 1.21204 3.96559 -1.25054
H -0.10142 2.88624 -1.66706
H -0.17174 3.84364 -0.17863
H -4.10096 -0.97228 0.85820
H -2.79393 -0.65396 2.03450
H -3.92518 0.65399 1.58599
H -3.76490 0.59804 -2.12732
H -3.74173 2.03396 -1.06742
H -2.40013 1.75169 -2.20153
H -1.82967 -1.93481 -1.25043
H -0.35093 -0.87578 -1.43767
H -0.73638 -1.65775 0.16518
O 3.57054 -2.12817 -0.25000
C 3.63936 -0.97428 -0.16882
Co 3.52906 0.72892 0.02266
C 1.76358 0.83574 -0.90269
O 1.32740 0.47188 -1.97407
C 3.81128 0.82517 1.76728
O 3.99910 0.87458 2.91570
C 5.11936 1.65236 -0.63406
C 6.34558 0.94228 -0.28419
C 6.83534 1.14090 1.01933
C 7.89940 0.40250 1.53554
C 8.56248 -0.50896 0.71910
C 8.07793 -0.75173 -0.57038
C 6.97714 -0.05610 -1.08370
C 4.18593 1.98411 -1.64085
C 3.41028 1.44425 -2.64853
Co 4.53651 3.44159 -0.63669
C 4.18441 3.90305 1.17354
O 4.09300 4.04257 2.32606
C 3.60444 4.30909 -1.84933
O 3.09578 4.79304 -2.77046
C 5.88238 4.53611 -0.82951
O 6.80909 5.21743 -0.92910
H 6.29063 1.88800 1.62792
H 8.13432 0.56090 2.58560
H 9.44979 -1.00974 1.11075
H 8.57265 -1.54796 -1.14413
H 6.60309 -0.28827 -2.09416
H 3.17634 2.09792 -3.48797
H 3.43752 0.37159 -2.81233
*
```

Values from the calculation:
HOMO	-0.083	Eh
gap between HOMO and LUMO	3.97	eV

---

This record from the Open Molecules 2025 dataset describes C3H7N2P as an isolated structure. The level of theory is ωB97M-V/def2-TZVPD.

```
! wB97M-V def2-TZVPD RIJCOSX def2/J DEFGRID3
* xyz 0 1
C 0.58130 -0.46081 0.89127
C -0.42289 -1.59900 0.41304
C 0.64361 0.38044 -0.38825
N -0.44894 -1.38994 -1.07363
N 0.21272 -0.42007 -1.38939
P -0.91931 2.15967 -0.14152
H 0.16227 -0.01043 1.76813
H 1.49244 -1.11356 0.87679
H -0.02738 -2.63001 0.67806
H -1.37257 -1.45795 0.92107
H 1.54118 0.85692 -0.72273
H -1.42117 2.33806 -1.47940
H -0.02128 3.34668 -0.35344
*
```

Values from the calculation:
HOMO	-0.336	Eh
gap between HOMO and LUMO	8.80	eV

---

This record from the Open Molecules 2025 dataset describes C26H50Br2F3NiO12S5 as an isolated structure. The level of theory is ωB97M-V/def2-TZVPD.

```
! wB97M-V def2-TZVPD RIJCOSX def2/J DEFGRID3
* xyz 1 3
Ni 3.49868 2.43740 -3.52207
C 2.05671 1.59328 -0.67318
O 0.69190 1.77042 -0.96671
O 2.73075 1.97392 -1.77526
C 2.43643 2.30651 0.60988
F 3.78286 2.19144 0.77326
F 2.18868 3.61581 0.59349
F 1.84835 1.78795 1.67954
C -0.27601 1.02517 -0.23303
C -1.66085 1.39060 -0.76585
H -2.29149 0.50620 -0.73766
H -2.05742 2.25518 -0.23608
H -1.64106 1.69518 -1.81738
H -0.35079 1.16252 0.84690
H -0.15568 -0.04508 -0.41751
H 2.16902 0.50001 -0.54939
C 2.66055 -2.61627 -1.03074
C 1.43372 -2.31333 -1.86571
C 0.39741 -3.29757 -1.41685
S 0.46838 -3.27744 0.44453
O 0.21279 -4.52824 1.10171
O -0.18978 -2.04328 0.80393
C 2.26465 -2.94659 0.40053
H 3.29907 -1.72792 -1.05252
H 3.23092 -3.46055 -1.41983
H 1.38416 -2.21804 -2.95048
H 1.13968 -1.30689 -1.51835
H 0.74084 -4.31030 -1.66738
H -0.59483 -3.24036 -1.86251
H 2.84707 -3.79187 0.76131
H 2.39800 -2.17458 1.16052
C -2.90943 -1.63718 3.29558
C -3.90187 -1.29215 4.42717
C -3.91231 0.19684 4.70527
S -2.55485 0.92517 3.72649
O -1.61375 1.64580 4.55785
O -3.17906 1.55966 2.56853
C -1.74885 -0.61386 3.21901
H -3.45968 -1.60781 2.35391
H -2.53572 -2.65562 3.38405
H -3.73654 -1.82781 5.36134
H -4.86389 -1.67282 4.07952
H -3.39976 0.35069 5.65879
H -4.78149 0.82299 4.54779
H -1.06092 -0.83181 4.03261
H -1.35375 -0.43986 2.22677
C -6.57166 -0.64104 -2.17678
C -6.28220 -1.30170 -3.54493
C -4.97287 -2.14331 -3.42262
S -4.26565 -1.87788 -1.75516
O -2.83717 -1.59050 -1.78131
O -4.85101 -2.82643 -0.82941
C -5.21164 -0.37034 -1.53484
H -7.23068 -1.18366 -1.50332
H -6.95367 0.38257 -2.20702
H -6.06644 -0.48803 -4.23636
H -7.06699 -1.92555 -3.95833
H -4.19029 -1.79194 -4.09311
H -5.12706 -3.21272 -3.54117
H -4.59512 0.32128 -2.12335
H -5.17853 0.01169 -0.51665
C -1.32283 1.27783 -4.60333
C -1.13824 1.51496 -6.10224
C 0.34652 1.22773 -6.46266
S 1.00751 0.18677 -5.15973
O 1.90355 0.98486 -4.32367
O 1.43843 -1.08366 -5.67190
C -0.54855 0.02832 -4.20245
H -2.34129 1.34075 -4.22979
H -0.77395 2.09633 -4.11597
H -1.45109 2.49627 -6.45347
H -1.77396 0.82788 -6.66710
H 0.91927 2.14885 -6.51735
H 0.28567 0.65562 -7.38381
H -0.23282 -0.00191 -3.16080
H -1.12384 -0.86134 -4.45747
C 5.27249 0.46671 3.13450
C 6.45468 -0.12015 3.91123
C 6.97430 -1.46141 3.44117
S 6.10956 -1.82490 1.88612
O 5.65645 -3.20171 1.84490
O 6.85359 -1.25509 0.77780
C 4.66581 -0.66416 2.25319
H 5.60295 1.26523 2.46748
H 4.52906 0.97270 3.74842
H 6.17949 -0.07629 4.96669
H 7.30346 0.56757 3.88972
H 6.76325 -2.24062 4.17066
H 8.03829 -1.46556 3.22082
H 4.05628 -1.37787 2.80681
H 4.23118 -0.24240 1.35428
Br -0.80738 5.38311 2.62694
C 0.64571 4.56564 3.58948
C 1.38932 5.62421 4.34754
Br 2.51924 4.73561 5.70543
H 1.17786 3.92987 2.89160
H 0.11354 3.89146 4.25998
H 0.77720 6.31295 4.91519
H 2.04948 6.17793 3.68435
*
```

Values from the calculation:
HOMO (alpha / beta)	-0.424 / -0.424	Eh
expectation value of S²	2.012
gap between HOMO and LUMO (alpha / beta)	6.08 / 4.71	eV

---

This record from the Open Molecules 2025 dataset describes C11H17F9NO8S3 as an isolated structure. The level of theory is ωB97M-V/def2-TZVPD.

```
! wB97M-V def2-TZVPD RIJCOSX def2/J DEFGRID3
* xyz -1 1
C -1.29017 3.94351 -1.01011
C 0.15894 3.44198 -0.98409
O 0.42612 2.76823 -2.22932
S 1.88330 2.10225 -2.42175
O 2.77964 3.16225 -2.80941
O 2.17018 1.43356 -1.16206
N 1.65906 1.11972 -3.59496
S 0.33051 0.36672 -3.97758
O -0.73992 1.21877 -4.45124
O 0.72753 -0.74200 -4.82753
C -0.27236 -0.37828 -2.45345
C 0.14419 -1.84510 -2.31246
C -0.41789 -2.46084 -1.01511
C 0.55420 -3.46867 -0.36033
C 0.61784 -3.40462 1.14323
F -0.65238 -3.26921 1.64405
F 1.09539 -4.54433 1.67695
C 1.37158 -2.22972 1.85521
F 1.32170 -2.44673 3.15579
F 0.72194 -1.11652 1.61674
S 3.19018 -1.90077 1.38920
F 2.68125 -1.32775 0.00343
F 3.10134 -0.47273 2.05859
F 3.73000 -2.50153 2.75798
F 3.32684 -3.36087 0.73874
F 4.67097 -1.60117 0.96146
H -1.77744 3.72169 -0.05376
H -1.34639 5.02162 -1.19466
H -1.85265 3.40956 -1.78238
H 0.87548 4.26680 -0.86111
H 0.33107 2.74322 -0.15457
H 0.14205 0.17660 -1.60304
H -1.36176 -0.25236 -2.44652
H 1.24351 -1.87662 -2.29728
H -0.20375 -2.40905 -3.18517
H -1.34181 -3.00112 -1.26168
H -0.69697 -1.66977 -0.31063
H 1.55073 -3.38109 -0.79443
H 0.22486 -4.50078 -0.55519
C -2.37089 1.79576 3.90316
C -3.05976 0.56884 3.32843
O -3.88932 1.14212 2.31195
C -3.35802 2.32792 1.93695
O -3.70081 2.96191 0.99240
O -2.36545 2.68690 2.78660
H -1.35205 1.61546 4.23488
H -2.94509 2.25453 4.71082
H -2.36081 -0.11816 2.85921
H -3.67471 0.02986 4.04405
*
```

Values from the calculation:
HOMO	-0.212	Eh
gap between HOMO and LUMO	7.88	eV

---

This record from the Open Molecules 2025 dataset describes C19H18F6N6O19S6Y as an isolated structure. The level of theory is ωB97M-V/def2-TZVPD.

```
! wB97M-V def2-TZVPD RIJCOSX def2/J DEFGRID3
* xyz -1 1
Y 12.01159 6.15196 5.40370
N 12.34830 8.34828 5.56003
S 12.57424 9.62086 4.59951
O 13.91942 9.95048 4.34388
O 11.57354 10.60999 4.80770
F 12.12490 8.88906 3.26925
S 12.70684 9.13257 7.03761
O 11.60260 9.67548 7.74899
O 13.97883 9.71179 7.28669
F 12.85409 7.73764 7.77375
N 15.65107 3.69288 8.07733
S 14.21175 3.37432 8.70242
O 13.24502 2.86540 7.78083
O 13.73720 4.25735 9.72356
F 14.61123 2.09188 9.58468
S 15.23498 5.20297 7.47338
O 15.56086 6.25950 8.35915
O 14.08291 5.36510 6.63140
F 16.38703 5.22627 6.41028
N 13.55779 5.30277 3.98834
S 14.75645 5.83273 3.13835
O 14.96660 5.31279 1.83044
O 15.88375 6.23750 3.87949
F 14.04853 7.25568 2.83900
S 14.04583 3.66376 3.83644
O 15.26234 3.24795 4.39633
O 13.52413 2.92087 2.74219
F 12.95356 3.31016 4.93416
C 10.54628 5.02160 8.54779
O 11.15838 5.34016 7.34714
H 10.28221 5.94332 9.09006
H 9.61918 4.45131 8.37890
H 11.25020 4.47008 9.18224
C 6.13677 10.45420 4.75485
C 5.52442 9.24986 5.09166
C 6.28751 8.11976 5.30392
C 7.66366 8.21523 5.38462
C 8.31036 9.41854 5.14300
C 7.51525 10.53291 4.93561
N 8.46899 7.03307 5.71099
O 9.67917 7.18282 5.71975
O 7.89436 6.03779 6.08805
H 5.63033 11.36853 4.48163
H 4.44754 9.18282 4.99878
H 5.83121 7.14815 5.43981
H 9.36868 9.51316 5.34971
H 8.00465 11.50000 4.93027
C 7.00505 7.59229 0.47637
C 7.63708 6.46858 -0.06172
C 8.84184 6.05266 0.47604
C 9.37291 6.75443 1.54407
C 8.77378 7.87267 2.08549
C 7.59415 8.31232 1.50359
N 10.62092 6.27299 2.11818
O 11.37504 5.61240 1.45873
O 10.87005 6.61544 3.27057
H 6.11342 7.92655 -0.03924
H 7.25599 5.97028 -0.94189
H 9.40021 5.22485 0.06237
H 9.20532 8.40925 2.91595
H 7.02823 9.13079 1.93132
C 9.16076 0.22006 6.92091
C 10.13932 1.17975 7.15251
C 10.23991 2.31832 6.37370
C 9.36296 2.47691 5.31292
C 8.41864 1.50869 5.01775
C 8.37551 0.35908 5.77891
N 9.47816 3.63934 4.46121
O 10.44359 4.35510 4.68278
O 8.69846 3.82612 3.54789
H 9.13906 -0.67838 7.52194
H 10.79163 1.08980 8.01188
H 10.94883 3.07553 6.70241
H 7.78801 1.60156 4.14562
H 7.66063 -0.41729 5.53454
*
```

Values from the calculation:
HOMO	-0.220	Eh
gap between HOMO and LUMO	6.40	eV

---

This record from the Open Molecules 2025 dataset describes one molecule with the formula C5H7PS. The level of theory is ωB97M-V/def2-TZVPD.

```
! wB97M-V def2-TZVPD RIJCOSX def2/J DEFGRID3
* xyz 0 1
C 1.78166 1.09047 -0.77799
P 0.73918 2.11020 0.32950
C -0.60022 1.04960 0.49216
C -0.71324 -0.19261 -0.00552
C -1.87419 -0.97317 -0.13333
C -3.18945 -0.54826 -0.06687
S -3.46740 1.06167 -0.13036
H 1.15707 0.71712 -1.56846
H 2.68505 1.47752 -1.39058
H 2.28046 0.27710 -0.24907
H -1.47669 1.52054 1.06889
H 0.21048 -0.79462 -0.12286
H -1.64183 -2.05205 -0.23480
H -4.14713 -1.19142 -0.24628
*
```

Values from the calculation:
HOMO (alpha / beta)	-0.300 / -0.296	Eh
SMILES string	C/P=C\C=C/C=S
gap between HOMO and LUMO (alpha / beta)	6.57 / 6.42	eV